(1)
Below is a molecular structure, C22H24AuN8O4S, with properties calculated with the ωB97M-V functional and the def2-TZVPD basis.

## Properties
Kohn-Sham gap   4.244 eV
LUMO energy   -12.5059 eV
Molecular weight   693.520 g mol⁻¹
Total charge   +3

Cartesian coordinates (Å):
Au  0.2934  2.2523  -0.0024
N  -3.8876  1.3892  1.1071
C  -2.8079  1.5288  0.3802
N  -1.7012  2.0938  0.8627
C  -1.7209  2.6072  2.1485
N  -0.7022  3.3497  2.5506
N  0.2420  3.5039  1.6483
C  1.2483  4.3217  1.7628
C  2.2039  4.3270  0.6974
C  3.2907  5.1621  0.6737
C  4.1401  5.1342  -0.4412
C  3.8470  4.2861  -1.4833
C  2.7228  3.4578  -1.4066
N  1.9328  3.4760  -0.3369
C  -2.8266  2.3928  3.0043
C  -2.8493  2.7991  4.3537
C  -3.9552  2.5364  5.1058
C  -5.0693  1.8784  4.5398
C  -5.0822  1.4937  3.2179
C  -3.9537  1.7517  2.4541
H  -4.7140  1.0022  0.6644
H  -2.8364  1.1746  -0.6408
H  1.3284  4.9630  2.6312
H  3.4693  5.8402  1.5001
H  5.0074  5.7810  -0.4828
H  4.4738  4.2367  -2.3646
H  2.4649  2.7831  -2.2137
H  -1.9914  3.3044  4.7786
H  -3.9845  2.8350  6.1447
H  -5.9334  1.6727  5.1601
H  -5.9453  0.9992  2.7854
C  -0.6552  -6.6721  -2.7738
C  -0.1927  -5.6867  -3.8596
S  1.1735  -4.7505  -3.3732
O  1.2978  -3.5877  -4.2463
O  2.3078  -5.6073  -3.1246
C  0.7236  -4.0426  -1.7941
C  1.7945  -2.9845  -1.5563
N  1.3574  -1.8293  -0.7131
C  1.0050  -0.6615  -1.2495
N  0.6800  0.1981  -0.2697
C  0.8404  -0.4622  0.9450
C  1.2497  -1.7043  0.6523
N  1.5465  -2.7426  1.6318
O  1.5163  -2.3728  2.7886
O  1.7795  -3.8520  1.2236
C  1.0169  -0.3565  -2.7108
H  -1.4189  -7.3241  -3.1806
H  -1.0925  -6.1641  -1.9144
H  0.1659  -7.3065  -2.4458
H  -0.9484  -4.9629  -4.1680
H  0.2042  -6.1971  -4.7417
H  0.7235  -4.8154  -1.0301
H  -0.2764  -3.6147  -1.9244
H  2.0714  -2.5504  -2.5110
H  2.6813  -3.4157  -1.1114
H  0.6689  -0.0392  1.9248
H  2.0414  -0.3004  -3.0843
H  0.5257  0.6007  -2.8915
H  0.5093  -1.1296  -3.2905

(2)
Below is a molecular structure, C22H24BBeN7, with properties calculated with the ωB97M-V functional and the def2-TZVPD basis.

## Properties
Kohn-Sham gap   7.818 eV
LUMO energy   0.6394 eV
Molecular weight   406.307 g mol⁻¹
Total charge   0

Cartesian coordinates (Å):
H  0.7110  2.9825  0.7740
N  0.5567  1.7615  -0.9714
B  0.8219  0.9044  -3.3209
N  0.6143  2.0629  -2.3076
C  0.4901  3.3942  -2.4789
Be  0.3661  0.1763  -0.4621
H  0.4831  3.8213  -3.4791
C  0.4666  3.9900  -1.2164
H  0.4019  5.0445  -0.9807
C  0.5904  2.9407  -0.3049
H  1.3617  1.3046  -4.3038
C  -2.0897  -2.6918  0.8026
H  -2.4724  -2.7736  1.8350
H  -1.1320  -3.2246  0.7284
H  -2.8214  -3.1263  0.1069
N  -0.5932  0.3601  -3.5238
N  1.5673  -0.3386  -2.7371
N  -1.2650  -0.0784  -2.4096
N  1.2488  -0.7741  -1.4702
C  -1.3081  0.1970  -4.6469
C  2.4918  -1.1650  -3.2725
H  -0.9000  0.5214  -5.5939
H  2.8715  -1.0132  -4.2766
C  -2.5064  -0.4157  -4.2791
C  2.8148  -2.1192  -2.3072
C  -2.4323  -0.5619  -2.8721
C  1.9905  -1.8699  -1.2114
H  -3.3012  -0.7129  -4.9355
H  3.5896  -2.8668  -2.3365
H  -3.1657  -0.9942  -2.2085
H  1.9001  -2.3586  -0.2536
H  -1.9145  -1.6312  0.5530
C  -1.9412  2.8772  3.3151
C  -2.4526  2.4129  2.0899
C  -1.7135  1.4991  1.3285
C  -0.4792  1.0311  1.8325
C  0.0335  1.5218  3.0569
C  -0.7132  2.4167  3.8166
N  0.2196  0.0168  1.1709
C  0.7723  -0.9598  2.0135
C  2.1143  -1.3801  1.8969
C  2.5579  -2.5221  2.5853
C  1.7277  -3.1404  3.5288
C  0.4714  -2.5889  3.8062
C  -0.0025  -1.5049  3.0654
H  -2.5094  3.6072  3.9018
H  -3.4281  2.7592  1.7247
H  -2.0899  1.1074  0.3746
H  0.9906  1.1330  3.4114
H  -0.3152  2.7333  4.7845
H  2.8041  -0.8185  1.2567
H  3.5655  -2.9078  2.4087
H  2.0783  -4.0047  4.1061
H  -0.1467  -2.9709  4.6184
H  -0.9798  -1.0630  3.2671

(3)
Below is a molecular structure, C22H24BN7Pd, with properties calculated with the ωB97M-V functional and the def2-TZVPD basis.

## Properties
2S+1   3
Kohn-Sham gap (alpha / beta)   6.613 / 7.067 eV
LUMO energy (alpha / beta)   0.7223 / -1.7199 eV
Molecular weight   503.715 g mol⁻¹
<S²>   2.03
Total charge   0

Cartesian coordinates (Å):
H  1.0748  -2.9549  -0.3006
N  1.7659  -1.0088  -0.7256
B  2.9593  1.0330  -1.6326
N  2.6954  -0.4978  -1.5738
C  3.2745  -1.5056  -2.2766
Pd  0.6603  0.3666  0.5443
H  4.0492  -1.2895  -3.0115
C  2.7001  -2.7098  -1.8693
H  2.9323  -3.7108  -2.2296
C  1.7556  -2.3415  -0.8904
H  3.8189  1.2781  -2.4471
C  -0.3648  1.7118  1.7310
H  -1.0979  1.2174  2.3881
H  -0.8944  2.4344  1.0841
H  0.3580  2.2672  2.3555
N  3.4005  1.5143  -0.2231
N  1.6353  1.7498  -2.0152
N  2.5912  1.3330  0.8517
N  0.5273  1.6084  -1.2437
C  4.5530  2.1167  0.1691
C  1.3524  2.5438  -3.0802
H  5.3308  2.3444  -0.5592
H  2.1223  2.7726  -3.8164
C  4.4868  2.3332  1.5454
C  0.0148  2.9302  -2.9947
C  3.2313  1.8198  1.9273
C  -0.4602  2.3123  -1.8205
H  5.2409  2.7944  2.1816
H  -0.5378  3.5655  -3.6851
H  2.7595  1.7716  2.9088
H  -1.4506  2.3334  -1.3653
H  0.7530  -0.5385  1.8198
C  -1.9161  -4.4155  2.5096
C  -0.6268  -3.9147  2.4459
C  -0.3651  -2.6960  1.8106
C  -1.4015  -1.9106  1.2180
C  -2.7084  -2.4879  1.2842
C  -2.9549  -3.7071  1.9222
N  -1.1663  -0.6555  0.4707
C  -2.3470  0.0351  0.0340
C  -2.6743  0.2451  -1.3088
C  -3.8752  0.9057  -1.6336
C  -4.7509  1.3398  -0.6264
C  -4.4408  1.1108  0.7077
C  -3.2565  0.4635  1.0337
H  -2.1065  -5.3647  2.9946
H  0.1886  -4.4811  2.8798
H  0.6814  -2.4679  1.7944
H  -3.5683  -2.0266  0.8260
H  -3.9586  -4.1112  1.9491
H  -2.0140  -0.0924  -2.0927
H  -4.1341  1.0846  -2.6668
H  -5.6751  1.8456  -0.8754
H  -5.1161  1.4263  1.4961
H  -3.0513  0.2801  2.0809

(4)
Below is a single C22H24BrN3O3S molecule, with properties calculated with the ωB97M-V functional and the def2-TZVPD basis.

## Properties
SMILES   COc1ccc(Br)cc1/C=C/C(=O)NC(=S)Nc1ccc(CN2CCOCC2)cc1
Kohn-Sham gap   7.709 eV
LUMO energy   -0.6059 eV
Molecular weight   490.423 g mol⁻¹
ΔE to the lowest compared entry with this formula, charge and spin   0.5937 eV
Total charge   0

Cartesian coordinates (Å):
C  -4.9947  3.3499  -0.5075
O  -6.3843  3.1732  -0.3476
C  -6.9659  1.9633  -0.1841
C  -8.3640  2.0176  -0.2669
C  -9.1445  0.8886  -0.1915
C  -8.5202  -0.3421  -0.0442
Br  -9.5681  -1.9296  0.0485
C  -7.1498  -0.4270  0.0483
C  -6.3418  0.7156  0.0017
C  -4.9112  0.5242  0.1956
C  -4.1971  -0.4969  -0.2970
C  -2.7663  -0.5962  0.0064
O  -2.1665  0.2340  0.6781
N  -2.1574  -1.6958  -0.5388
C  -0.8201  -2.0852  -0.4679
S  -0.4454  -3.4776  -1.2706
N  -0.0232  -1.2778  0.2400
C  1.3396  -1.3263  0.5224
C  2.2133  -2.3044  0.0579
C  3.5522  -2.2467  0.3969
C  4.0570  -1.2309  1.1990
C  5.5329  -1.1378  1.4947
N  6.2955  -0.3597  0.5260
C  5.9239  1.0419  0.4679
C  6.9345  1.7750  -0.4160
O  6.9686  1.2326  -1.7145
C  7.2953  -0.1363  -1.6664
C  6.2957  -0.9193  -0.8134
C  3.1742  -0.2621  1.6668
C  1.8366  -0.3055  1.3355
H  -4.5504  2.5626  -1.1209
H  -4.4831  3.4028  0.4568
H  -4.8831  4.3093  -1.0144
H  -8.8135  2.9889  -0.3983
H  -10.2190  0.9559  -0.2527
H  -6.6820  -1.3868  0.2034
H  -4.3838  1.2244  0.8286
H  -4.6313  -1.2438  -0.9445
H  -2.7193  -2.3411  -1.0808
H  -0.5163  -0.4735  0.6469
H  1.8538  -3.1058  -0.5640
H  4.2157  -3.0172  0.0322
H  5.9729  -2.1388  1.5150
H  5.6897  -0.6710  2.4714
H  5.9542  1.4593  1.4767
H  4.9126  1.1856  0.0495
H  6.6600  2.8253  -0.5289
H  7.9317  1.7028  0.0440
H  7.2844  -0.4909  -2.6984
H  8.3038  -0.2629  -1.2442
H  6.6050  -1.9652  -0.7607
H  5.3000  -0.8629  -1.2859
H  3.5378  0.5312  2.3039
H  1.1614  0.4532  1.7059

(5)
Below is a molecular structure, C22H24Cl2N2O5SW, with properties calculated with the ωB97M-V functional and the def2-TZVPD basis.

## Properties
Kohn-Sham gap (alpha / beta)   6.215 / 6.214 eV
LUMO energy (alpha / beta)   -8.5695 / -8.5706 eV
Molecular weight   683.256 g mol⁻¹
ΔE to the lowest compared entry with this formula, charge and spin   0.0621 eV
Total charge   +2

Cartesian coordinates (Å):
W  0.1931  0.9084  -0.1867
O  0.4870  2.1399  3.3496
C  0.1139  1.1585  2.8182
O  -0.4860  1.2699  1.5075
C  0.2034  -0.2667  3.3148
C  -1.0937  -1.0933  3.0952
C  -1.0592  -2.3046  4.0256
C  -0.0006  -3.1892  3.3235
C  0.3262  -2.3488  2.0883
O  -0.8934  -1.6567  1.7968
C  1.2342  -1.1688  2.4749
C  1.6657  -0.3491  1.2991
O  2.1773  0.7463  1.3983
O  1.2147  -0.6798  0.0240
H  0.4776  -0.1952  4.3638
H  -2.0111  -0.5108  3.1194
H  -2.0327  -2.7883  4.0407
H  -0.7966  -2.0373  5.0476
H  -0.4170  -4.1473  3.0244
H  0.8799  -3.3810  3.9355
H  0.6628  -2.9050  1.2186
H  2.1192  -1.4367  3.0514
N  -1.2873  2.6792  -0.6566
C  -0.8628  4.0088  -0.1498
C  0.6078  4.0954  -0.4323
N  1.1873  2.9050  0.2246
H  -1.3800  2.7348  -1.6692
H  -2.2190  2.4629  -0.3170
H  -1.0521  4.0350  0.9240
H  -1.4194  4.8214  -0.6147
H  1.0518  5.0176  -0.0594
H  0.8077  4.0272  -1.5010
H  1.1362  3.0296  1.2379
H  2.1761  2.8177  -0.0055
Cl  3.5741  1.0139  -1.3489
C  2.9615  0.0979  -2.6857
C  3.8193  -0.7591  -3.3427
C  3.3419  -1.5086  -4.4101
C  2.0242  -1.4050  -4.8199
C  1.1722  -0.5322  -4.1658
Cl  -0.4511  -0.3694  -4.7273
C  1.6212  0.2301  -3.0802
S  0.5456  1.4799  -2.4439
H  4.8529  -0.8257  -3.0340
H  4.0131  -2.1745  -4.9354
H  1.6536  -1.9822  -5.6554
C  -3.6960  -1.7633  -1.1665
C  -2.4707  -1.9973  -1.7737
C  -1.4047  -1.1452  -1.5398
C  -1.5635  -0.0533  -0.6807
C  -2.7937  0.1596  -0.0481
C  -3.8558  -0.6864  -0.2977
H  -4.5293  -2.4251  -1.3623
H  -2.3427  -2.8405  -2.4395
H  -0.4578  -1.3475  -2.0249
H  -2.9200  0.9540  0.6780
H  -4.8054  -0.5189  0.1930

(6)
Below is a molecular structure, C22H24F3IrN4S2, with properties calculated with the ωB97M-V functional and the def2-TZVPD basis.

## Properties
2S+1   5
Kohn-Sham gap (alpha / beta)   4.379 / 5.465 eV
LUMO energy (alpha / beta)   0.4339 / -1.8052 eV
Molecular weight   657.807 g mol⁻¹
ΔE to the lowest compared entry with this formula, charge and spin   0.0000 eV
<S²>   6.04
Total charge   0

Cartesian coordinates (Å):
Ir  -0.2846  -0.0316  -1.2825
C  -0.5969  -3.1699  2.7502
N  0.3393  -2.7780  1.7189
C  1.6386  -2.3049  2.1713
C  1.5572  -0.9429  2.8393
N  2.1822  0.1281  2.0575
C  3.6224  0.0276  1.9189
C  1.6083  1.3462  1.7274
C  2.4054  2.5107  1.5576
C  1.8460  3.7447  1.3266
C  0.4564  3.9149  1.4304
C  -0.3968  2.8061  1.5803
C  0.2039  1.5530  1.4707
S  -0.7827  0.1833  0.8979
C  0.1804  -3.3852  0.5170
C  -0.6070  -4.5792  0.3981
C  -0.6004  -5.2626  -0.8007
C  0.1943  -4.8915  -1.8651
C  0.8885  -3.7013  -1.8042
C  0.7378  -2.8488  -0.7247
S  1.4628  -1.2865  -0.8556
H  -0.2563  -4.0762  3.3228
H  -1.5859  -3.3354  2.2973
H  -0.7357  -2.3821  3.4608
H  2.2916  -2.2165  1.2788
H  2.1224  -3.0433  2.8395
H  2.0853  -0.9600  3.7897
H  0.5256  -0.6541  3.0345
H  4.2297  0.5542  2.6899
H  3.9167  0.4922  0.9539
H  4.0174  -0.9711  1.9050
H  3.4895  2.4518  1.6095
H  2.5245  4.5897  1.0469
H  0.0241  4.9214  1.4362
H  -1.4724  2.8775  1.7022
H  -1.1255  -5.0359  1.2306
H  -1.2706  -6.1292  -0.8705
H  0.2072  -5.5118  -2.7566
H  1.5908  -3.3665  -2.6142
N  -4.0609  4.8170  -2.7379
C  -3.2030  3.8312  -2.3503
C  -3.7192  2.6404  -1.7752
C  -2.8739  1.5591  -1.5864
N  -1.5294  1.6741  -1.7804
C  -1.0041  2.8308  -2.2939
C  -1.8078  3.8992  -2.5778
H  -4.9624  4.8479  -2.2755
H  -3.6672  5.6437  -3.1725
H  -4.7551  2.5342  -1.5233
H  -3.1941  0.5561  -1.3477
H  0.0561  2.8217  -2.4582
H  -1.3541  4.8052  -2.9982
F  -1.2263  0.1637  -3.8987
C  -0.1355  -0.3320  -3.2505
F  0.9213  0.1750  -3.9026
F  -0.1181  -1.7042  -3.4564